The following is a DFT calculation (wB97M-V/def2-TZVPD) of a 9-piece molecular cluster, C26H65N5O9 overall in a non-equilibrium geometry.

Calculated values
SMILES ... CC(N)=O.CC(N)=O.CC(N)=O.CC(N)=O.CC(N)=O.CCCCCC.CCCCCC.OCCO.OCCO
Maximum force ... 0.04406 Eh/bohr
Energy relative to the best compared isomer or geometry (same formula, charge and spin) ... 0.0 kJ/mol
HOMO-LUMO gap ... 0.3280 hartree
Total energy ... -53897.349 eV
LUMO energy ... 0.02 eV

Geometry as ORCA input:
```
! wB97M-V def2-TZVPD RIJCOSX def2/J DEFGRID3
* xyz 0 1
C 4.587 2.183 -4.767
C 3.529 2.779 -3.862
N 2.519 1.967 -3.441
O 3.545 3.972 -3.577
H 5.301 2.957 -5.017
H 4.100 1.763 -5.645
H 5.110 1.408 -4.206
H 1.889 2.369 -2.770
H 2.402 0.996 -3.716
C -3.699 -0.586 -4.255
C -3.746 0.224 -2.980
N -4.730 -0.086 -2.094
O -2.929 1.128 -2.739
H -3.748 0.052 -5.132
H -4.484 -1.337 -4.296
H -2.721 -1.075 -4.248
H -4.848 0.409 -1.230
H -5.287 -0.910 -2.222
C 5.115 -2.017 -3.989
C 5.607 -1.852 -2.543
N 4.663 -1.606 -1.579
O 6.790 -2.074 -2.267
H 5.714 -1.311 -4.553
H 4.061 -1.742 -4.028
H 5.193 -3.070 -4.228
H 3.677 -1.659 -1.808
H 4.903 -1.619 -0.603
C 1.471 -0.691 -7.344
C 1.288 -0.382 -5.864
N -0.004 -0.180 -5.444
O 2.225 -0.406 -5.028
H 1.302 0.194 -7.954
H 0.857 -1.532 -7.648
H 2.531 -0.940 -7.416
H -0.152 -0.053 -4.451
H -0.732 -0.097 -6.127
C 0.987 -4.941 2.238
C 1.797 -3.670 2.320
N 2.428 -3.257 1.194
O 1.876 -3.079 3.410
H 0.518 -5.098 1.266
H 0.216 -4.825 2.997
H 1.575 -5.829 2.464
H 2.897 -2.355 1.263
H 2.265 -3.812 0.376
C -2.400 -4.482 0.660
C -1.968 -3.038 0.468
C -2.263 -2.246 1.745
C -2.280 -0.740 1.553
C -3.100 0.039 2.588
C -2.631 -0.225 3.999
H -1.957 -4.956 1.541
H -2.192 -5.154 -0.178
H -3.473 -4.606 0.858
H -0.885 -3.100 0.310
H -2.423 -2.526 -0.379
H -1.570 -2.494 2.556
H -3.229 -2.581 2.155
H -1.248 -0.376 1.610
H -2.726 -0.368 0.620
H -3.136 1.107 2.385
H -4.152 -0.268 2.491
H -3.192 0.367 4.724
H -2.700 -1.265 4.328
H -1.559 -0.011 4.072
C -4.394 4.818 6.426
C -3.069 4.439 5.789
C -3.170 4.161 4.293
C -1.840 3.766 3.662
C -1.921 3.565 2.145
C -0.701 2.780 1.648
H -4.975 5.555 5.862
H -4.204 5.241 7.415
H -5.084 3.976 6.526
H -2.323 5.231 5.909
H -2.662 3.569 6.314
H -3.492 5.097 3.812
H -3.985 3.458 4.080
H -1.155 4.603 3.842
H -1.394 2.913 4.188
H -2.883 3.158 1.837
H -1.825 4.565 1.707
H 0.211 3.219 2.044
H -0.751 1.754 2.032
H -0.756 2.680 0.563
O 4.043 -0.504 2.166
C 3.296 0.668 2.428
C 2.215 0.456 3.462
O 1.202 -0.431 2.928
H 4.363 -0.891 2.990
H 3.954 1.489 2.738
H 2.783 0.985 1.527
H 1.678 1.377 3.676
H 2.592 -0.095 4.329
H 1.431 -1.348 3.213
O -0.118 0.610 -2.586
C -0.006 -0.058 -1.337
C 1.348 -0.703 -1.153
O 1.625 -1.686 -2.129
H -1.074 0.718 -2.746
H -0.025 0.686 -0.525
H -0.810 -0.793 -1.244
H 1.541 -1.163 -0.189
H 2.058 0.144 -1.155
H 1.506 -1.389 -3.044
*
```